Below is a molecular structure, C4H11ClLaNO3Os at a distorted geometry, with properties calculated with ωB97M-V with the def2-TZVPD basis set.

Element x y z (Å)
La: 0.68 0.28 -0.84
Cl: 0.58 2.86 -0.88
C: -0.99 0.01 -2.83
C: 2.47 -0.68 -2.27
H: -0.50 -0.74 -3.48
H: -2.04 -0.25 -2.66
H: -0.91 1.01 -3.30
H: 1.82 -1.20 -3.00
H: 3.26 -1.35 -1.89
H: 2.90 0.22 -2.74
Os: 0.16 0.21 2.17
C: -1.49 1.02 1.25
C: -0.38 -1.35 1.18
H: -1.97 0.46 0.43
H: -2.25 1.18 2.03
H: -1.23 2.01 0.83
H: 0.13 -2.31 1.34
H: -1.24 -1.47 0.49
O: -0.30 1.04 3.90
N: -0.15 -0.45 3.93
O: -0.30 -1.01 4.98
O: 1.74 0.52 1.36

Calculated values
Energy relative to the best compared isomer or geometry (same formula, charge and spin) (eV): 0.0000
Orbital gap (spin up / spin down) (eV): 6.6 / 4.9
Total charge: 0
Energy (eV): -27798.534
Multiplicity: 5
HOMO energy (spin up / spin down) (eV): -7.82 / -8.43
LUMO (spin up / spin down) (eV): -1.26 / -3.56